1.
This record from the Open Molecules 2025 dataset describes a cluster of 8 separate species, C18H42N7O12 in total at a distorted geometry. The level of theory is wB97M-V/def2-TZVPD.

Structure (ORCA input):
```
! wB97M-V def2-TZVPD RIJCOSX def2/J DEFGRID3
* xyz -1 1
N 0.108 -0.601 1.133
O 0.825 -0.699 2.135
O 0.316 -1.329 0.123
O -0.807 0.267 1.065
C -6.282 -5.819 0.614
O -5.098 -5.153 0.276
C -4.770 -4.051 0.967
O -5.324 -3.708 1.979
O -3.754 -3.464 0.372
C -3.565 -2.073 0.518
H -6.187 -6.863 0.320
H -7.167 -5.441 0.095
H -6.501 -5.776 1.682
H -4.065 -1.636 1.379
H -3.891 -1.521 -0.369
H -2.508 -1.810 0.534
C 1.991 -0.199 -3.160
C 3.433 -0.381 -3.618
O 4.229 0.539 -3.501
N 3.745 -1.602 -4.104
C 5.121 -1.977 -4.395
H 1.327 -0.881 -3.694
H 1.734 0.827 -3.415
H 1.943 -0.320 -2.080
H 3.072 -2.324 -3.917
H 5.314 -3.042 -4.496
H 5.732 -1.584 -3.581
H 5.379 -1.548 -5.365
C 0.190 2.240 3.533
C 0.142 3.552 4.272
O -0.308 3.665 5.402
N 0.630 4.574 3.522
C 0.810 5.922 4.086
H -0.630 2.208 2.813
H 0.114 1.397 4.210
H 1.097 2.216 2.928
H 0.998 4.386 2.603
H 0.949 6.596 3.247
H 1.554 5.952 4.878
H -0.168 6.132 4.527
C 0.109 3.052 -0.156
C 1.485 3.683 -0.171
O 2.003 4.186 0.815
N 2.114 3.642 -1.383
C 3.433 4.154 -1.650
H 0.082 2.152 -0.770
H -0.513 3.750 -0.730
H -0.257 2.858 0.844
H 1.439 3.735 -2.129
H 3.416 5.086 -2.219
H 4.033 3.437 -2.211
H 3.979 4.344 -0.728
O -4.601 1.814 3.972
C -3.790 1.091 3.385
N -3.305 1.448 2.184
C -3.166 -0.120 4.041
H -3.515 2.363 1.829
H -2.494 0.966 1.812
H -2.349 0.237 4.665
H -2.732 -0.793 3.299
H -3.951 -0.638 4.584
O -2.366 -1.035 -4.054
C -1.770 -0.861 -2.989
N -1.485 -1.914 -2.179
C -1.394 0.499 -2.479
H -1.878 -2.804 -2.417
H -1.042 -1.703 -1.295
H -0.800 0.410 -1.566
H -2.284 1.062 -2.189
H -0.870 1.095 -3.223
O 4.161 -2.529 0.237
C 3.679 -3.128 -0.713
N 2.408 -2.905 -1.125
C 4.490 -4.164 -1.463
H 1.875 -2.252 -0.550
H 2.056 -3.394 -1.924
H 5.429 -3.871 -1.926
H 3.863 -4.683 -2.196
H 4.781 -4.939 -0.750
*
```

Results
- E_tot: -1997.34616 Eh
- HOMO level: -6.8 eV
- Gap between HOMO and LUMO: 9.13 eV
- LUMO level: 2.286 eV

Löwdin population analysis, charges in e, atoms 1 to 8: atom 1 (N): -0.545, atom 2 (O): 0.022, atom 3 (O): -0.099, atom 4 (O): -0.091, atom 5 (C): -0.071, atom 6 (O): 0.003, atom 7 (C): -0.604, atom 8 (O): 0.126

=====

2.
This record from the Open Molecules 2025 dataset describes an isolated molecule of C5H13NO at a distorted geometry. The level of theory is wB97M-V/def2-TZVPD.

Structure (ORCA input):
```
! wB97M-V def2-TZVPD RIJCOSX def2/J DEFGRID3
* xyz 0 1
C -0.026 2.084 1.124
N 0.490 0.975 0.357
C -0.257 -0.251 0.378
C 0.046 -1.062 -0.939
C -0.461 -0.201 -2.107
O 1.416 -1.254 -0.810
C 0.039 -1.045 1.637
H 0.648 2.905 1.465
H -0.788 2.675 0.591
H -0.575 1.750 2.061
H 1.073 0.890 -0.464
H -1.306 -0.026 0.292
H -0.347 -2.229 -0.907
H -1.595 -0.025 -2.042
H 0.033 0.753 -2.118
H -0.180 -0.627 -3.067
H 1.712 -2.049 -1.222
H 1.065 -0.966 1.926
H -0.482 -1.953 1.565
H -0.505 -0.345 2.281
*
```

Results
- E_tot: -328.22451 Eh
- HOMO level: -8.0 eV
- SMILES string: CN[C@H](C)[C@@H](C)O
- Gap between HOMO and LUMO: 8.84 eV
- LUMO level: 0.869 eV

natural (NBO) population analysis, charges in e, atoms 1 to 8: atom 1 (C): -0.404, atom 2 (N): -0.690, atom 3 (C): -0.037, atom 4 (C): 0.113, atom 5 (C): -0.651, atom 6 (O): -0.742, atom 7 (C): -0.624, atom 8 (H): 0.205

=====

3.
This record from the Open Molecules 2025 dataset describes a structure of composition C12H18AlF6O12S2 at a distorted geometry. The level of theory is wB97M-V/def2-TZVPD.

Structure (ORCA input):
```
! wB97M-V def2-TZVPD RIJCOSX def2/J DEFGRID3
* xyz -1 1
C -3.233 -1.226 -1.312
C -3.846 -2.575 -0.612
O -5.296 -2.623 -0.998
C -3.197 -3.988 -1.132
Al -1.149 -4.027 -1.228
C -0.202 -2.431 -0.357
O 0.346 -1.509 -1.196
C -0.014 -2.150 1.246
F 1.458 -1.874 1.448
F -0.836 -0.920 1.553
C -0.407 -3.402 2.227
F 0.216 -4.676 1.726
F -1.880 -3.654 2.259
C 0.185 -3.219 3.776
F 1.547 -3.871 3.825
F 0.327 -1.767 4.159
C -0.850 -3.868 4.883
O -0.644 -5.138 5.277
O -1.983 -3.157 5.508
H -4.068 -0.384 -1.442
H -2.788 -1.410 -2.386
H -2.429 -0.736 -0.578
H -3.851 -2.548 0.576
H -5.396 -2.503 -1.989
H -3.605 -4.324 -2.194
H -3.525 -4.841 -0.365
H -0.778 -3.985 -2.799
H -0.548 -5.406 -0.693
H -1.847 -2.149 5.467
C 0.784 2.820 0.108
C -0.454 2.051 0.561
O -1.513 2.528 -0.266
S -0.908 2.921 -1.729
O -1.132 1.808 -2.624
O -1.307 4.274 -2.040
O 0.668 2.928 -1.310
H 0.795 3.831 0.527
H 1.711 2.306 0.376
H -0.684 2.216 1.616
H -0.340 0.977 0.377
C 4.785 5.010 -2.968
C 5.631 5.553 -1.819
O 4.711 5.780 -0.753
S 3.513 4.676 -0.843
O 3.823 3.599 0.072
O 2.248 5.373 -0.839
O 3.816 4.158 -2.359
H 4.254 5.817 -3.481
H 5.383 4.451 -3.692
H 6.150 6.477 -2.084
H 6.361 4.809 -1.482
*
```

Results
- E_tot: -3008.68142 Eh
- HOMO level: -5.3 eV
- Gap between HOMO and LUMO: 6.77 eV
- LUMO level: 1.509 eV

natural (NBO) population analysis, charges in e, atoms 1 to 8: atom 1 (C): -0.678, atom 2 (C): 0.096, atom 3 (O): -0.777, atom 4 (C): -0.980, atom 5 (Al): 1.038, atom 6 (C): 0.109, atom 7 (O): -0.545, atom 8 (C): 0.559

=====

4.
This record from the Open Molecules 2025 dataset describes the ion C3H5NO2S with charge -2 at a distorted geometry. The level of theory is wB97M-V/def2-TZVPD.

Structure (ORCA input):
```
! wB97M-V def2-TZVPD RIJCOSX def2/J DEFGRID3
* xyz -2 1
C 0.151 0.441 -0.090
C 1.592 -0.021 -0.518
S 2.265 0.996 -1.857
N -0.628 -0.744 0.266
C -1.673 -0.624 1.204
O -2.050 0.543 1.519
O -2.245 -1.669 1.650
H -0.316 0.992 -0.919
H 0.255 1.066 0.792
H 2.244 -0.003 0.366
H 1.594 -1.044 -0.909
H -0.686 -1.368 -0.523
*
```

Results
- E_tot: -720.73098 Eh
- HOMO level: 0.4 eV
- SMILES string: O=C([O-])NCC[S-]
- Gap between HOMO and LUMO: 5.77 eV
- LUMO level: 6.139 eV

natural (NBO) population analysis, charges in e, atoms 1 to 8: atom 1 (C): -0.215, atom 2 (C): -0.527, atom 3 (S): -0.788, atom 4 (N): -0.702, atom 5 (C): 0.852, atom 6 (O): -0.831, atom 7 (O): -0.847, atom 8 (H): 0.168

=====

5.
This record from the Open Molecules 2025 dataset describes a structure of composition C13H19N10O5PdS at a distorted geometry. The level of theory is wB97M-V/def2-TZVPD.

Structure (ORCA input):
```
! wB97M-V def2-TZVPD RIJCOSX def2/J DEFGRID3
* xyz -1 1
Pd 1.389 -1.316 0.099
N -1.197 -3.685 -0.241
N -0.141 -4.140 0.585
C 1.176 -4.182 0.312
N 1.902 -5.009 1.065
N 1.639 -3.386 -0.622
N 2.935 -3.620 -1.083
O 3.288 -2.999 -2.068
O 3.608 -4.562 -0.615
H -0.929 -3.843 -1.200
H -1.431 -2.731 -0.084
H -0.464 -4.875 1.191
H 1.384 -5.576 1.705
H 2.876 -5.153 0.860
O 3.121 2.170 -2.921
S 3.207 2.574 -1.549
O 4.253 3.566 -1.346
N 1.760 3.098 -0.961
C 1.346 2.349 0.060
O 0.320 2.490 0.739
C 2.270 1.154 0.292
C 2.139 0.238 1.346
C 3.147 -0.808 1.340
C 4.311 -0.737 0.526
C 4.423 0.224 -0.437
C 3.429 1.162 -0.554
H 1.495 0.355 2.183
H 3.002 -1.488 2.142
H 4.996 -1.586 0.560
H 5.319 0.344 -1.069
C -4.984 3.376 -0.261
C -3.462 3.359 -0.042
C -2.743 3.001 -1.305
C -3.071 2.345 1.099
N -3.216 0.997 0.664
C -2.232 0.141 0.413
N -2.763 -1.020 0.104
N -4.125 -0.876 0.202
N -4.380 0.330 0.549
H -5.205 3.938 -1.183
H -5.468 3.745 0.652
H -5.361 2.369 -0.455
H -3.138 4.312 0.318
H -3.105 2.015 -1.637
H -1.625 2.933 -1.152
H -2.972 3.691 -2.081
H -3.597 2.521 2.061
H -1.938 2.407 1.331
H -1.189 0.387 0.465
*
```

Results
- E_tot: -1956.50090 Eh
- HOMO level: -4.7 eV
- Gap between HOMO and LUMO: 6.84 eV
- LUMO level: 2.110 eV

natural (NBO) population analysis, charges in e, atoms 1 to 8: atom 1 (Pd): 0.195, atom 2 (N): -0.641, atom 3 (N): -0.420, atom 4 (C): 0.611, atom 5 (N): -0.788, atom 6 (N): -0.510, atom 7 (N): 0.624, atom 8 (O): -0.331

=====

6.
This record from the Open Molecules 2025 dataset describes an isolated molecule of C3H4N2 at a distorted geometry. The level of theory is wB97M-V/def2-TZVPD.

Structure (ORCA input):
```
! wB97M-V def2-TZVPD RIJCOSX def2/J DEFGRID3
* xyz 0 1
C 0.132 1.034 -0.530
C 1.090 0.342 0.185
N 0.561 -0.829 0.738
C -0.627 -0.889 0.234
N -1.008 0.247 -0.467
H 0.411 1.708 -1.323
H 2.153 0.494 0.154
H -1.117 -1.806 -0.085
H -1.943 0.522 -0.676
*
```

Results
- E_tot: -226.19274 Eh
- HOMO level: -8.8 eV
- SMILES string: c1c[nH]cn1
- Gap between HOMO and LUMO: 9.81 eV
- LUMO level: 1.006 eV

natural (NBO) population analysis, charges in e, atoms 1 to 8: atom 1 (C): -0.129, atom 2 (C): -0.095, atom 3 (N): -0.446, atom 4 (C): 0.172, atom 5 (N): -0.549, atom 6 (H): 0.223, atom 7 (H): 0.209, atom 8 (H): 0.197

=====

7.
This record from the Open Molecules 2025 dataset describes a structure of composition C22H24AsCoN3O2PS5. The level of theory is wB97M-V/def2-TZVPD.

Structure (ORCA input):
```
! wB97M-V def2-TZVPD RIJCOSX def2/J DEFGRID3
* xyz 0 1
Co 0.335 -0.273 1.136
S 4.396 0.497 2.520
C 2.969 0.206 1.746
S 2.319 -1.303 1.246
S 1.778 1.422 1.390
S -1.508 1.145 1.006
C -2.314 0.616 -0.495
C -3.680 0.792 -0.663
C -4.281 0.393 -1.847
C -3.523 -0.164 -2.867
C -2.155 -0.329 -2.702
C -1.547 0.059 -1.516
As 0.331 -0.219 -1.143
C 0.823 -1.771 -2.170
C 1.183 -1.619 -3.506
C 1.505 -2.734 -4.266
C 1.476 -3.996 -3.691
C 1.126 -4.145 -2.356
C 0.799 -3.035 -1.591
C 1.247 1.209 -2.049
C 0.557 2.238 -2.675
C 1.263 3.270 -3.283
C 2.649 3.267 -3.264
C 3.337 2.236 -2.636
C 2.639 1.209 -2.023
H -4.271 1.230 0.130
H -5.349 0.512 -1.970
H -3.997 -0.481 -3.786
H -1.564 -0.784 -3.487
H 1.222 -0.633 -3.954
H 1.784 -2.614 -5.305
H 1.731 -4.866 -4.283
H 1.108 -5.128 -1.904
H 0.524 -3.154 -0.552
H -0.527 2.241 -2.693
H 0.727 4.073 -3.771
H 3.197 4.071 -3.738
H 4.419 2.237 -2.614
H 3.175 0.411 -1.520
N 1.872 1.657 4.664
C 0.408 1.863 4.423
P -0.228 0.117 4.422
O 0.404 -0.418 5.658
O 0.111 -0.485 3.086
C -2.056 0.190 4.552
N -2.704 -0.399 3.373
H 2.359 1.405 3.784
H 1.942 0.851 5.313
H 2.343 2.469 5.053
H 0.283 2.415 3.495
H -0.004 2.414 5.268
H -2.366 1.235 4.647
H -2.316 -0.314 5.487
H -2.357 -1.338 3.189
H -2.237 0.409 1.999
H -3.705 -0.483 3.510
S -3.085 -3.385 1.252
C -1.752 -2.486 1.053
N -0.813 -1.805 0.914
*
```

Results
- E_tot: -7118.44428 Eh
- HOMO level (alpha / beta): -7.9 / -7.9 eV
- Gap between HOMO and LUMO (alpha / beta): 7.83 / 7.83 eV
- LUMO level (alpha / beta): -0.112 / -0.112 eV

natural (NBO) population analysis, charges in e, atoms 1 to 8: atom 1 (Co): 0.570, atom 2 (S): -0.152, atom 3 (C): -0.549, atom 4 (S): 0.065, atom 5 (S): -0.108, atom 6 (S): 0.034, atom 7 (C): -0.148, atom 8 (C): -0.203